No. 1
One molecule with the formula C3HNO3 in a non-equilibrium geometry. Source: the Open Molecules 2025 dataset; level of theory: ωB97M-V/def2-TZVPD.

Output
DFT total energy, eV: -10757.02670
SMILES: O=C1N=COC1=O
LUMO level, eV: -1.3548
Kohn-Sham gap, eV: 9.058
Energy relative to the best compared isomer or geometry (same formula, charge and spin), kJ/mol: 168.0
HOMO level, Ha: -0.3827

The geometry in XYZ format:
```
8
Properties=species:S:1:pos:R:3:forces:R:3:lowdin_charge:R:1
O -1.559096 -1.699828 0.254670 2.534 3.073 -2.393 0.149
H 0.020387 2.418173 0.201787 -1.779 -3.525 -1.269 0.217
C -0.815186 -0.812678 -0.166716 0.113 -3.599 3.401 -0.261
C -0.085476 1.177307 -0.028980 2.834 5.315 2.158 -0.141
C 0.908574 -0.642029 -0.002353 0.529 -5.510 -1.772 -0.304
O -1.220575 0.493544 -0.311882 1.011 1.236 0.005 0.097
O 1.629978 -1.643517 -0.207626 -2.406 4.446 1.265 0.095
N 1.121394 0.709026 0.261101 -2.835 -1.435 -1.397 0.147
```
Forces are in eV/Å.



No. 2
One molecule with the formula C4H5NO. Source: the Open Molecules 2025 dataset; level of theory: ωB97M-V/def2-TZVPD.

Output
DFT total energy, eV: -7760.82677
LUMO level, eV: 0.2752
Kohn-Sham gap, eV: 9.473
Energy relative to the best compared isomer or geometry (same formula, charge and spin), kJ/mol: 549.9
HOMO level, Ha: -0.3380

The geometry in XYZ format:
```
11
Properties=species:S:1:pos:R:3:forces:R:3:lowdin_charge:R:1
C -0.654113 -1.048917 0.050229 -0.033 -0.013 0.016 -0.037
C 1.982836 -0.067520 0.088040 0.055 -0.083 -0.457 0.047
H -1.297809 -0.781215 0.892477 0.086 -0.052 -0.112 0.079
N -0.052570 1.331145 -0.206662 0.384 -0.507 -0.056 0.053
H -1.510562 2.428283 0.113868 0.031 -0.172 0.035 0.104
C 0.274974 0.083309 -0.280956 -0.569 0.267 0.059 -0.490
C 1.606688 -0.306401 -1.090366 0.329 0.062 0.608 0.025
H 2.395930 0.028470 1.075127 -0.084 0.094 -0.161 0.090
H -0.076042 -1.942886 0.288736 -0.087 0.126 -0.075 0.083
O -1.380099 1.470906 0.142373 -0.185 0.233 0.048 -0.048
H -1.294178 -1.269113 -0.810307 0.073 0.046 0.095 0.095
```
Forces are in eV/Å.



No. 3
One molecule with the formula C6H10O2. Source: the Open Molecules 2025 dataset; level of theory: ωB97M-V/def2-TZVPD.

Output
DFT total energy, eV: -10479.08380
SMILES: C=C(C)CCC(=O)O
LUMO level, eV: 0.7321
Kohn-Sham gap, eV: 10.220
Energy relative to the best compared isomer or geometry (same formula, charge and spin), kJ/mol: 8.3
HOMO level, Ha: -0.3487

The geometry in XYZ format:
```
18
Properties=species:S:1:pos:R:3:forces:R:3:lowdin_charge:R:1
O -1.997082 -1.795062 -0.364824 0.030 -0.123 -0.109 0.105
H 2.511703 1.719177 0.770851 -0.083 -0.189 -0.069 0.061
H 0.204526 1.593024 1.193287 0.087 0.102 -0.131 0.110
H 1.914090 -0.720134 -2.042403 0.026 0.318 0.106 0.079
H -3.857201 -0.627836 0.396078 0.220 -0.024 -0.159 0.128
H -0.729145 1.339460 -0.275133 -0.071 0.184 -0.092 0.124
H 0.641072 -1.431243 -1.071704 -0.098 0.056 -0.111 0.075
H -0.056669 -1.174752 1.148169 0.194 -0.069 -0.020 0.121
C -1.966475 -0.877689 0.407912 0.004 0.303 0.146 -0.537
C 2.398979 0.994511 -0.036419 0.118 0.741 0.301 0.041
C 1.210869 0.489908 -0.336663 0.486 -0.316 -0.497 -0.387
O -3.073748 -0.207654 0.783854 -0.280 0.176 0.191 0.101
C 1.016590 -0.482829 -1.470403 -0.340 -0.156 0.303 -0.053
C -0.026737 0.870570 0.412163 -0.492 -0.300 0.412 -0.146
H 3.295922 0.828095 -0.619069 -0.086 -0.324 -0.045 0.059
H -0.981741 -0.092956 2.134362 -0.203 0.151 -0.169 0.120
C -0.740778 -0.332583 1.097610 0.422 -0.392 0.117 -0.088
H 0.235829 -0.092007 -2.127668 0.067 -0.139 -0.174 0.088
```
Forces are in eV/Å.



No. 4
C5H6LiMgNaO4 as an isolated structure in a non-equilibrium geometry. Source: the Open Molecules 2025 dataset; level of theory: ωB97M-V/def2-TZVPD.

Output
Net charge: +2
DFT total energy, eV: -23525.94814
LUMO level, eV: -7.9633
Kohn-Sham gap, eV: 8.122
Energy relative to the best compared isomer or geometry (same formula, charge and spin), kJ/mol: 51.6
HOMO level, Ha: -0.5911

The geometry in XYZ format:
```
18
Properties=species:S:1:pos:R:3:forces:R:3:lowdin_charge:R:1
O -0.045642 -0.250965 -1.292622 -0.754 0.359 0.285 -0.103
C -1.785609 3.292135 2.027709 -0.551 0.141 0.020 -0.052
C 0.644885 -1.300104 -1.151384 0.179 -0.419 -0.571 -0.594
H -0.822999 -2.554794 -2.168800 0.373 -0.121 -0.024 0.131
H 1.197548 -3.767624 -0.155964 -0.162 -0.019 -0.220 0.086
O 1.121239 2.022850 0.644074 -1.636 0.101 -0.160 -0.086
H -0.024464 -4.695445 -1.212592 0.055 0.238 0.188 0.099
C 0.053577 -2.606342 -1.520942 -0.439 -0.093 0.447 -0.057
Li 3.189597 -2.389414 -1.341555 -0.150 -0.173 0.051 0.871
C 0.433221 -3.745573 -0.937811 0.081 0.040 -0.228 0.099
H -1.810441 3.966745 2.888400 -0.014 -0.201 -0.257 0.114
Mg -1.312521 0.942079 -0.488071 0.674 0.171 0.138 1.231
H -2.223094 2.325730 2.313054 0.095 0.227 0.022 0.088
C -0.097366 2.214063 0.774869 0.945 0.667 0.836 -0.417
O 1.852350 -1.220537 -0.796909 0.559 -0.485 -0.097 -0.133
Na 2.392557 0.889760 -0.453084 0.684 0.180 -0.206 0.691
H -2.349899 3.738345 1.198072 0.110 -0.027 0.205 0.097
O -0.412939 3.139091 1.673554 -0.047 -0.585 -0.430 -0.067
```
Forces are in eV/Å.



Q: Which of these has the highest energy relative to the best compared isomer or geometry (same formula, charge and spin)?
A: C4H5NO